Entry 1:
Entry from the Open Molecules 2025 dataset: a cluster of 18 separate species, C3H43NO17 in total (ωB97M-V with the def2-TZVPD basis set).

Atoms and positions in Å:
C: 3.201 -1.013 -2.002
C: 1.919 -1.907 -2.032
C: 2.251 -3.191 -1.183
N: 0.721 -1.236 -1.521
H: 3.582 -1.085 -0.992
H: 3.948 -1.555 -2.587
H: 2.944 -0.020 -2.335
H: 1.774 -2.187 -3.075
H: 3.274 -3.509 -1.373
H: 2.031 -3.000 -0.152
H: 1.722 -4.044 -1.633
H: 0.891 -1.067 -0.533
H: -0.048 -1.897 -1.453
H: 2.613 1.342 -0.359
H: 2.306 0.101 0.573
O: 2.004 1.027 0.330
H: -2.913 0.934 0.667
H: -4.214 0.279 0.725
O: -3.512 0.440 0.093
H: -2.575 -0.586 -3.969
H: -1.951 0.510 -3.170
O: -1.881 -0.449 -3.315
H: -2.271 -2.121 -2.024
H: -2.468 -1.769 -0.673
O: -2.139 -2.544 -1.159
H: 3.068 -0.935 2.202
H: 1.741 -1.365 2.134
O: 2.494 -1.209 1.463
H: -0.751 1.749 3.838
H: -1.415 0.732 2.973
O: -0.774 0.794 3.692
H: -3.272 1.138 2.867
H: -3.591 -0.344 3.583
O: -3.598 0.224 2.818
H: 1.807 2.695 1.548
H: 0.908 3.624 0.704
O: 1.336 3.532 1.564
H: 0.487 1.355 1.537
H: -0.351 1.360 0.230
O: -0.399 1.480 1.183
H: 3.366 2.789 -1.703
H: 4.027 3.247 -0.416
O: 3.917 2.463 -0.974
H: -3.901 -1.129 1.501
H: -2.990 -2.236 1.176
O: -3.926 -2.021 1.116
H: -2.866 3.425 2.454
H: -1.778 2.836 1.627
O: -2.649 2.599 2.004
H: -0.098 -2.220 3.019
H: 0.443 -0.874 3.743
O: 0.675 -1.678 3.266
H: 0.739 2.309 -2.306
H: 0.012 3.710 -2.384
O: 0.624 3.181 -1.859
H: -1.085 2.162 -1.361
H: -2.638 1.682 -1.571
O: -1.947 2.327 -1.752
H: 1.967 1.020 -3.179
H: 0.624 0.199 -3.132
O: 1.041 1.039 -3.397
H: -0.044 -3.745 1.317
H: -1.655 -3.820 1.715
O: -0.758 -3.546 1.915

For the electronic energy, the calculation gives -1473.91614 a.u. The spin multiplicity is 1. The gap between HOMO and LUMO is 9.52 eV. The total charge is 0.



Entry 2:
Entry from the Open Molecules 2025 dataset: a structure of composition C11H10AgClIN3O3 (ωB97M-V with the def2-TZVPD basis set).

Atoms and positions in Å:
Ag: 0.939 -0.647 -1.228
C: -0.296 -5.454 -1.760
O: -1.318 -4.384 -1.958
C: -0.825 -3.153 -1.771
O: 0.410 -2.920 -1.820
N: -1.795 -2.255 -1.607
N: -1.458 -1.024 -1.112
H: -0.839 -6.430 -1.688
H: 0.448 -5.320 -0.990
H: 0.240 -5.550 -2.768
H: -2.750 -2.547 -1.608
H: -1.319 -0.957 -0.082
H: -2.117 -0.331 -1.426
Cl: 0.468 4.623 3.407
C: 0.608 3.142 2.689
C: 0.424 2.034 3.463
C: 0.221 0.750 2.948
I: -0.202 -0.816 4.236
C: 0.496 0.556 1.574
O: 0.668 -0.638 1.142
C: 0.710 1.729 0.730
N: 0.980 1.519 -0.598
C: 1.023 2.584 -1.414
C: 0.912 3.897 -1.033
C: 0.780 4.133 0.328
C: 0.667 3.039 1.282
H: 0.321 2.222 4.557
H: 1.089 2.329 -2.492
H: 0.915 4.777 -1.716
H: 0.599 5.092 0.716

For the electronic energy, the calculation gives -1719.98059 a.u. The spin multiplicity is 1. The gap between HOMO and LUMO is 6.85 eV. The total charge is 0.



Entry 3:
Entry from the Open Molecules 2025 dataset: a cluster of 13 separate species, C63H148N4O13 in total (ωB97M-V with the def2-TZVPD basis set).

Atoms and positions in Å:
C: -1.876 -0.464 6.343
C: -1.699 -1.422 5.172
C: -2.057 -2.861 5.533
O: -2.391 -0.957 4.038
H: -1.277 -0.795 7.193
H: -2.923 -0.318 6.609
H: -1.519 0.529 6.059
H: -0.636 -1.413 4.890
H: -3.057 -3.016 5.940
H: -1.272 -3.246 6.188
H: -2.025 -3.493 4.638
H: -2.447 -1.656 3.367
C: -1.746 3.989 -4.483
C: -1.063 2.897 -3.695
C: 0.057 2.332 -4.590
O: -0.519 3.312 -2.473
H: -2.736 4.215 -4.085
H: -1.845 3.656 -5.517
H: -1.126 4.885 -4.545
H: -1.775 2.079 -3.500
H: -0.413 1.768 -5.401
H: 0.721 1.617 -4.096
H: 0.684 3.152 -4.945
H: -0.135 2.585 -1.953
C: -1.153 -2.569 -4.168
C: -0.858 -2.246 -2.721
C: -0.343 -3.478 -2.001
O: 0.049 -1.154 -2.677
H: -0.241 -2.701 -4.751
H: -1.782 -1.792 -4.607
H: -1.714 -3.503 -4.272
H: -1.807 -2.003 -2.243
H: -1.134 -4.182 -1.735
H: 0.099 -3.225 -1.033
H: 0.401 -4.059 -2.553
H: 0.952 -1.476 -2.828
C: -4.730 -2.508 2.290
C: -3.688 -3.017 1.329
C: -3.910 -2.532 -0.073
O: -2.385 -2.696 1.810
H: -5.674 -3.011 2.074
H: -4.878 -1.427 2.249
H: -4.489 -2.731 3.330
H: -3.797 -4.112 1.343
H: -4.877 -2.811 -0.498
H: -3.163 -2.859 -0.801
H: -3.878 -1.439 -0.123
H: -1.697 -3.133 1.291
C: 2.587 -1.137 -4.992
C: 3.301 -1.208 -3.655
C: 3.277 0.117 -2.891
O: 2.753 -2.190 -2.784
H: 1.605 -0.664 -4.995
H: 2.514 -2.143 -5.413
H: 3.204 -0.553 -5.679
H: 4.354 -1.453 -3.836
H: 2.344 0.239 -2.339
H: 3.475 0.944 -3.574
H: 4.035 0.059 -2.105
H: 3.484 -2.647 -2.315
C: 0.806 -3.839 2.064
C: 0.487 -5.145 1.341
C: 0.415 -6.355 2.273
O: -0.788 -4.901 0.725
H: 0.657 -2.978 1.413
H: 1.757 -3.777 2.587
H: 0.013 -3.789 2.822
H: 1.205 -5.302 0.527
H: -0.469 -6.275 2.907
H: 1.265 -6.404 2.954
H: 0.399 -7.229 1.621
H: -1.082 -5.751 0.375
C: -1.569 0.189 0.595
C: -0.188 0.837 0.521
C: 0.956 -0.073 0.947
O: 0.027 1.158 -0.874
H: -1.696 -0.178 1.622
H: -1.736 -0.688 -0.031
H: -2.353 0.921 0.407
H: -0.184 1.754 1.108
H: 1.012 -1.025 0.416
H: 0.783 -0.378 1.990
H: 1.939 0.398 0.976
H: 0.007 0.324 -1.364
C: -0.589 4.144 4.785
C: -0.991 2.799 4.173
C: 0.104 1.726 4.299
O: -2.158 2.330 4.867
H: -0.382 4.084 5.852
H: -1.367 4.893 4.623
H: 0.247 4.498 4.173
H: -1.193 2.899 3.109
H: -0.479 0.796 4.329
H: 0.698 1.686 5.213
H: 0.699 1.598 3.393
H: -1.884 2.318 5.792
C: 3.211 -1.149 4.054
C: 2.373 -1.018 5.344
C: 1.801 -2.350 5.763
O: 3.240 -0.498 6.356
H: 3.609 -0.192 3.721
H: 2.639 -1.658 3.279
H: 4.069 -1.780 4.305
H: 1.644 -0.234 5.120
H: 1.181 -2.851 5.014
H: 1.098 -2.205 6.592
H: 2.533 -3.095 6.077
H: 2.696 -0.358 7.138
C: 3.818 -2.003 0.399
C: 4.619 -3.264 0.053
C: 3.697 -4.493 0.182
C: 4.149 -5.732 -0.556
C: 4.599 -5.452 -1.993
C: 5.643 -4.344 -2.071
N: 5.064 -3.159 -1.354
O: 5.890 -2.029 -1.544
C: 7.030 -4.735 -1.502
C: 5.753 -3.964 -3.570
C: 5.733 -3.382 1.111
H: 4.451 -1.113 0.424
H: 3.250 -2.071 1.327
H: 3.101 -1.798 -0.398
H: 3.498 -4.692 1.238
H: 2.704 -4.256 -0.222
H: 3.338 -6.468 -0.535
H: 4.893 -6.283 0.033
H: 3.716 -5.143 -2.551
H: 5.060 -6.394 -2.291
H: 7.476 -5.513 -2.119
H: 7.666 -3.851 -1.559
H: 6.962 -5.045 -0.462
H: 6.201 -4.805 -4.092
H: 4.759 -3.701 -3.932
H: 6.307 -3.031 -3.676
H: 5.538 -2.841 2.039
H: 6.700 -3.044 0.726
H: 5.960 -4.376 1.512
H: 6.642 -2.119 -0.935
C: -6.525 3.646 2.412
C: -5.921 4.255 1.137
C: -6.115 5.792 1.112
C: -5.191 6.610 0.192
C: -3.751 6.168 0.459
C: -3.516 4.684 0.306
N: -4.509 3.943 1.099
O: -4.225 2.575 1.209
C: -3.497 4.217 -1.162
C: -2.127 4.400 0.892
C: -6.678 3.704 -0.111
H: -7.499 4.071 2.661
H: -5.874 3.797 3.273
H: -6.637 2.571 2.272
H: -7.138 6.013 0.790
H: -6.099 6.175 2.137
H: -5.309 7.662 0.447
H: -5.436 6.428 -0.856
H: -3.477 6.480 1.467
H: -3.139 6.654 -0.307
H: -2.590 4.571 -1.647
H: -3.516 3.126 -1.241
H: -4.397 4.543 -1.684
H: -2.021 4.687 1.935
H: -1.928 3.326 0.809
H: -1.313 4.756 0.256
H: -6.469 2.633 -0.199
H: -6.346 4.218 -1.010
H: -7.760 3.797 -0.007
H: -4.400 2.200 0.326
C: -4.861 -2.843 -4.335
C: -5.971 -1.929 -4.847
C: -7.263 -2.165 -4.077
C: -7.059 -1.758 -2.596
C: -6.736 -0.277 -2.505
C: -5.541 0.175 -3.379
N: -5.633 -0.491 -4.675
O: -4.504 -0.175 -5.479
C: -5.752 1.714 -3.553
C: -4.208 0.013 -2.627
C: -6.198 -2.151 -6.355
H: -5.130 -3.886 -4.524
H: -4.662 -2.793 -3.266
H: -3.912 -2.586 -4.808
H: -8.034 -1.563 -4.560
H: -7.540 -3.220 -4.044
H: -6.251 -2.312 -2.124
H: -7.967 -2.016 -2.047
H: -6.550 -0.097 -1.438
H: -7.615 0.357 -2.649
H: -6.172 2.097 -2.622
H: -4.810 2.235 -3.730
H: -6.487 1.897 -4.339
H: -3.998 -1.038 -2.422
H: -3.398 0.437 -3.221
H: -4.203 0.499 -1.650
H: -6.904 -1.516 -6.881
H: -6.572 -3.166 -6.533
H: -5.191 -2.173 -6.775
H: -4.682 0.728 -5.773
C: 8.294 1.943 0.561
C: 7.151 2.948 0.360
C: 5.898 2.080 0.185
C: 4.570 2.787 0.394
C: 4.589 3.518 1.728
C: 5.780 4.489 1.889
N: 7.002 3.783 1.564
O: 8.240 4.399 1.923
C: 5.570 5.737 1.028
C: 5.825 4.885 3.371
C: 7.410 3.737 -0.943
H: 8.298 1.108 -0.135
H: 8.200 1.520 1.565
H: 9.235 2.496 0.530
H: 5.887 1.574 -0.784
H: 5.886 1.282 0.938
H: 3.856 1.966 0.323
H: 4.406 3.538 -0.383
H: 4.651 2.802 2.554
H: 3.662 4.086 1.833
H: 5.375 5.577 -0.033
H: 4.777 6.389 1.400
H: 6.501 6.314 1.047
H: 4.851 5.239 3.710
H: 6.013 4.007 3.999
H: 6.636 5.577 3.590
H: 7.900 3.043 -1.625
H: 8.015 4.630 -0.786
H: 6.476 4.091 -1.383
H: 8.411 3.909 2.736

For the electronic energy, the calculation gives -3686.13205 a.u. The spin multiplicity is 1. The gap between HOMO and LUMO is 7.97 eV. The total charge is 0.



Entry 4:
Entry from the Open Molecules 2025 dataset: a structure of composition C35H23F12MnN3O4S (ωB97M-V with the def2-TZVPD basis set).

Atoms and positions in Å:
Mn: -0.266 0.382 0.099
C: -2.307 -4.958 3.630
C: -1.439 -3.898 3.000
C: -0.685 -3.022 3.775
C: 0.087 -2.046 3.187
C: 0.125 -1.851 1.791
N: 0.837 -0.779 1.250
C: 2.140 -0.594 1.610
C: 2.872 -1.656 2.210
C: 4.153 -1.520 2.693
C: 4.821 -0.305 2.597
C: 6.187 -0.074 3.199
C: 4.179 0.705 1.897
C: 2.898 0.595 1.363
C: 2.388 1.766 0.484
O: 1.370 1.487 -0.352
C: 1.986 2.987 1.397
F: 2.779 3.171 2.481
F: 0.743 2.842 1.844
F: 2.015 4.169 0.722
C: 3.555 2.290 -0.436
F: 4.287 1.280 -0.950
F: 4.447 3.127 0.180
F: 3.081 2.984 -1.486
C: -0.624 -2.759 1.001
C: -1.376 -3.755 1.622
C: -0.580 -2.641 -0.539
O: -0.669 -1.397 -1.025
C: 0.749 -3.339 -1.017
F: 1.823 -2.588 -0.771
F: 0.966 -4.542 -0.408
F: 0.759 -3.598 -2.350
C: -1.746 -3.442 -1.218
F: -2.946 -3.133 -0.677
F: -1.643 -4.806 -1.151
F: -1.839 -3.154 -2.528
H: -1.920 -5.252 4.607
H: -2.360 -5.845 2.995
H: -3.328 -4.589 3.774
H: -0.708 -3.106 4.858
H: 0.661 -1.367 3.800
H: 2.384 -2.618 2.282
H: 4.640 -2.376 3.152
H: 6.366 -0.755 4.034
H: 6.261 0.951 3.567
H: 6.988 -0.221 2.466
H: 4.722 1.633 1.772
H: -1.932 -4.465 1.025
O: -2.232 2.793 3.425
S: -1.940 1.460 2.938
O: -0.774 0.821 3.483
N: -1.923 1.300 1.343
C: -2.644 2.193 0.570
C: -3.657 3.041 1.019
C: -4.239 3.979 0.161
C: -3.860 4.093 -1.153
C: -2.894 3.211 -1.676
C: -2.465 3.237 -3.018
C: -1.546 2.309 -3.444
C: -1.079 1.346 -2.554
N: -1.429 1.312 -1.280
C: -2.311 2.239 -0.822
C: -3.313 0.436 3.477
C: -4.097 0.845 4.545
C: -5.118 0.025 5.000
C: -5.356 -1.197 4.382
C: -4.574 -1.593 3.302
C: -3.551 -0.778 2.847
H: -3.949 2.999 2.055
H: -4.994 4.651 0.552
H: -4.280 4.859 -1.795
H: -2.868 3.977 -3.699
H: -1.207 2.301 -4.471
H: -0.414 0.548 -2.863
H: -3.890 1.805 5.002
H: -5.735 0.338 5.835
H: -6.152 -1.838 4.740
H: -4.769 -2.538 2.811
H: -2.921 -1.067 2.012

The expectation value of S² is 8.760. For the electronic energy, the calculation gives -4560.60314 a.u. The spin multiplicity is 6. The gap between HOMO and LUMO (alpha / beta) is 5.37 / 5.65 eV. The total charge is -2.



Entry 5:
Entry from the Open Molecules 2025 dataset: a structure of composition C34H21Cl6N2O6Rb (ωB97M-V with the def2-TZVPD basis set).

Atoms and positions in Å:
Rb: 1.100 -0.325 -0.743
C: 4.065 0.282 3.207
C: 3.653 0.603 1.904
N: 2.431 1.010 1.623
C: 1.544 1.145 2.627
C: 1.861 0.842 3.961
C: 3.163 0.394 4.231
C: 0.872 0.998 4.990
C: -0.355 1.469 4.698
C: -0.709 1.821 3.355
C: -1.977 2.323 3.029
C: -2.269 2.611 1.725
C: -1.287 2.371 0.755
N: -0.087 1.909 1.027
C: 0.212 1.640 2.313
H: 5.080 -0.050 3.382
H: 4.341 0.537 1.063
H: 3.436 0.144 5.251
H: 1.136 0.720 6.004
H: -1.108 1.575 5.471
H: -2.717 2.446 3.811
H: -3.244 2.977 1.430
H: -1.501 2.550 -0.295
Cl: -0.762 1.443 -3.127
C: -1.665 -0.038 -3.529
C: -1.267 -1.211 -2.926
C: -2.029 -2.306 -3.269
Cl: -1.601 -3.885 -2.577
C: -3.121 -2.275 -4.135
Cl: -4.065 -3.688 -4.494
C: -3.468 -1.060 -4.724
Cl: -4.792 -0.968 -5.835
C: -2.730 0.081 -4.413
Cl: -3.167 1.604 -5.133
C: -3.560 0.044 -0.395
C: -4.480 -1.087 -0.749
C: -5.372 -0.979 -1.812
C: -6.266 -1.998 -2.092
Cl: -7.413 -1.806 -3.401
C: -6.289 -3.157 -1.343
C: -5.394 -3.282 -0.291
C: -4.498 -2.264 0.012
O: -3.725 -2.403 1.124
C: -2.302 -2.435 0.905
C: -1.517 -1.406 1.744
O: -2.137 -0.678 2.537
O: -0.281 -1.420 1.503
H: -3.937 0.981 -0.812
H: -2.566 -0.126 -0.817
H: -3.446 0.130 0.687
H: -5.379 -0.078 -2.415
H: -6.989 -3.947 -1.581
H: -5.379 -4.174 0.322
H: -2.075 -2.268 -0.150
H: -1.949 -3.438 1.155
O: 4.516 2.346 -4.240
C: 3.559 2.913 -3.430
C: 2.746 3.938 -3.895
C: 1.772 4.487 -3.071
C: 1.629 4.019 -1.775
C: 2.459 3.001 -1.318
C: 3.429 2.427 -2.133
C: 4.206 1.213 -1.610
O: 3.658 0.114 -1.881
O: 5.223 1.428 -0.925
H: 4.340 2.617 -5.145
H: 2.864 4.293 -4.915
H: 1.124 5.268 -3.451
H: 0.862 4.422 -1.125
H: 2.328 2.612 -0.314

For the electronic energy, the calculation gives -4654.61748 a.u. The spin multiplicity is 1. The gap between HOMO and LUMO is 6.94 eV. The total charge is -2.